Below is a structure of composition C25H22NiO3PS, with properties calculated with ωB97M-V/def2-TZVPD.

Element x y z (Å)
Ni -0.268 1.679 0.472
C -0.353 4.963 -0.537
C 0.351 3.978 0.345
C 1.421 3.200 -0.142
C 2.041 2.239 0.662
C 1.584 2.007 1.965
C 0.506 2.751 2.449
C -0.097 3.731 1.651
H -0.686 5.826 0.038
H -1.235 4.495 -0.979
H 0.295 5.303 -1.341
H 1.759 3.351 -1.159
H 2.857 1.649 0.268
H 2.045 1.241 2.572
H 0.124 2.562 3.444
H -0.953 4.277 2.026
O -3.955 1.612 -1.439
S -2.668 1.130 -1.065
O -1.644 0.947 -2.066
O -2.070 1.995 0.051
C -2.865 -0.466 -0.297
C -4.138 -0.967 -0.121
C -4.308 -2.242 0.410
C -3.209 -3.007 0.755
C -1.924 -2.502 0.581
C -1.737 -1.232 0.055
P -0.072 -0.533 -0.142
C 0.954 -1.392 1.083
C 0.597 -1.296 2.432
C 1.377 -1.893 3.406
C 2.530 -2.584 3.044
C 2.890 -2.681 1.710
C 2.104 -2.089 0.727
C 0.588 -0.972 -1.756
C 0.038 -2.012 -2.494
C 0.584 -2.342 -3.727
C 1.673 -1.638 -4.218
C 2.222 -0.595 -3.482
C 1.676 -0.259 -2.255
H -4.984 -0.360 -0.412
H -5.305 -2.639 0.549
H -3.346 -4.001 1.159
H -1.066 -3.100 0.861
H -0.307 -0.769 2.719
H 1.087 -1.830 4.447
H 3.140 -3.052 3.805
H 3.781 -3.226 1.427
H 2.383 -2.182 -0.314
H -0.820 -2.557 -2.122
H 0.152 -3.147 -4.306
H 2.091 -1.897 -5.181
H 3.066 -0.041 -3.869
H 2.095 0.564 -1.686

## Properties
Energy ... -93586.4399 eV
Gap between HOMO and LUMO (spin up / spin down) ... 8.60 / 7.79 eV
LUMO (spin up / spin down) ... -3.1805 / -4.4112 eV
⟨S²⟩ ... 2.01
Multiplicity ... 3
ΔE to the lowest compared entry with this formula, charge and spin ... 0.7003 eV
Net charge ... +1